[1]
Entry from the OMol25 dataset: a cluster of 20 separate species, C46H73Cl3N23 in total (ωB97M-V/def2-TZVPD).

```
145
Properties=species:S:1:pos:R:3:forces:R:3:mulliken_charge:R:1
C 3.299 -5.808 2.279 -0.53 0.32 -0.01 -1.14
N 3.817 -4.925 1.216 -0.15 0.35 0.66 -0.12
C 4.093 -3.578 1.694 0.24 0.13 -0.30 -1.35
C 2.873 -2.892 2.348 0.03 -0.11 0.19 -0.19
C 1.574 -2.966 1.646 0.28 0.77 0.41 -0.68
N 0.757 -2.042 2.028 -0.30 -1.04 -0.51 0.24
C -0.632 -1.986 1.481 -0.67 -0.29 -0.26 -1.24
N -1.657 -1.743 2.488 0.36 -0.41 -0.15 -0.08
C -2.823 -2.652 2.302 0.06 0.41 0.50 -0.91
C 1.352 -1.090 2.979 0.79 1.23 -0.69 -0.07
Cl 0.726 -1.257 4.601 0.01 -0.35 -0.01 -0.12
Cl 0.933 0.524 2.362 0.04 -0.11 0.21 -0.09
C 2.972 -1.447 2.904 -0.76 -0.91 1.12 1.65
N 3.543 -1.513 4.218 0.37 0.34 -0.45 -0.64
Cl 3.842 -0.305 1.874 -0.13 -0.20 -0.47 -0.10
H 3.525 -6.857 2.095 0.20 0.16 -0.05 0.28
H 2.201 -5.708 2.344 0.12 -0.21 0.15 0.35
H 3.694 -5.516 3.260 0.23 -0.18 -0.25 0.40
H 3.104 -4.867 0.497 0.32 -0.35 -0.34 0.38
H 4.486 -2.979 0.862 -0.25 -0.04 0.13 0.38
H 4.895 -3.607 2.446 -0.13 -0.12 -0.13 0.42
H 2.654 -3.473 3.265 0.01 -0.05 -0.15 0.33
H 1.287 -3.714 0.908 -0.13 0.10 0.15 0.62
H -0.804 -2.961 1.003 0.36 0.14 -0.02 0.47
H -0.663 -1.247 0.673 0.16 0.10 0.32 0.37
H -1.261 -1.979 3.386 -0.08 0.25 0.15 0.24
H -2.684 -3.576 2.877 -0.02 -0.08 -0.33 0.30
H -3.703 -2.153 2.715 0.06 -0.09 -0.28 0.32
H -2.977 -2.875 1.246 -0.07 0.05 0.10 0.38
H 4.135 -2.327 4.327 -0.07 -0.02 -0.03 0.30
H 4.123 -0.698 4.412 -0.24 0.07 0.07 0.15
C 3.507 2.274 6.606 0.39 0.09 -0.14 -0.50
C 4.306 1.759 5.496 -0.03 -0.08 -0.23 0.47
N 4.897 1.352 4.596 -0.14 0.06 0.36 -0.49
H 4.119 2.950 7.202 -0.01 -0.03 0.05 0.34
H 2.639 2.812 6.233 0.14 -0.13 0.04 -0.07
H 3.165 1.454 7.233 -0.04 0.00 0.00 0.29
C -2.114 -0.494 -2.403 0.07 -0.32 0.06 -0.73
C -1.793 -1.855 -1.968 0.17 -0.92 0.22 0.42
N -1.545 -2.934 -1.626 -0.15 1.12 -0.18 -0.52
H -1.362 0.201 -2.037 0.00 0.02 0.01 0.36
H -2.135 -0.454 -3.490 -0.02 0.04 0.00 0.36
H -3.088 -0.199 -2.024 -0.04 0.02 -0.03 0.15
C -1.961 4.177 -1.548 0.01 -0.16 0.00 -0.23
C -2.835 3.064 -1.900 -0.47 -0.23 -0.11 0.32
N -3.557 2.210 -2.180 0.52 0.42 0.18 -0.42
H -1.534 4.014 -0.560 -0.05 -0.04 -0.04 -0.15
H -1.161 4.267 -2.280 -0.04 0.02 -0.03 0.18
H -2.535 5.101 -1.539 -0.02 0.02 -0.04 0.35
C -6.682 1.142 -2.439 -0.13 0.00 0.15 -0.21
C -7.950 1.065 -1.721 -0.51 0.01 0.22 0.28
N -8.954 1.012 -1.157 0.50 0.05 -0.30 -0.48
H -6.854 1.518 -3.447 0.03 0.03 0.01 0.24
H -6.006 1.818 -1.922 0.01 0.04 -0.03 0.12
H -6.223 0.157 -2.498 -0.10 0.14 0.02 0.12
C -3.991 -2.354 -5.728 -0.01 0.03 0.04 -0.90
C -4.712 -1.827 -4.575 -0.35 0.19 0.40 0.38
N -5.292 -1.411 -3.671 0.52 -0.44 -0.53 -0.46
H -4.615 -3.075 -6.252 0.00 -0.01 -0.01 0.34
H -3.738 -1.541 -6.407 0.00 0.00 -0.01 0.28
H -3.077 -2.847 -5.398 0.00 -0.02 -0.01 0.28
C -1.098 3.082 4.801 -0.03 -0.03 0.13 -0.44
C -0.182 2.975 5.929 0.31 -0.05 0.34 0.43
N 0.562 2.887 6.805 -0.57 0.12 -0.37 -0.51
H -1.757 2.217 4.778 -0.03 -0.02 -0.02 0.30
H -1.701 3.984 4.894 -0.01 -0.01 0.00 0.32
H -0.539 3.126 3.871 0.00 -0.02 -0.06 -0.11
C 6.686 -5.970 -0.554 0.04 -0.01 -0.19 0.04
C 7.407 -6.290 -1.782 0.30 -0.10 -0.45 0.10
N 7.983 -6.543 -2.748 -0.29 0.12 0.49 -0.43
H 7.320 -5.383 0.108 -0.01 -0.03 0.04 -0.20
H 5.788 -5.401 -0.786 -0.04 -0.03 0.04 0.20
H 6.398 -6.884 -0.040 -0.04 0.03 0.05 0.26
C -0.239 6.498 2.331 -0.03 -0.06 -0.05 -0.38
C -0.547 5.133 1.929 -0.24 -0.90 -0.31 0.45
N -0.793 4.049 1.610 0.32 0.88 0.38 -0.55
H -0.786 6.748 3.238 -0.02 0.02 -0.01 0.31
H 0.827 6.603 2.518 -0.03 0.03 -0.05 0.01
H -0.531 7.183 1.538 -0.05 0.07 -0.01 0.14
C 9.075 -7.018 2.627 0.00 -0.04 0.21 -0.88
C 7.624 -7.138 2.581 -1.18 -0.08 -0.08 0.52
N 6.471 -7.229 2.517 1.15 0.09 0.14 -0.49
H 9.467 -6.976 1.612 0.00 0.01 -0.01 0.21
H 9.342 -6.101 3.144 -0.03 0.05 -0.03 0.28
H 9.513 -7.872 3.139 -0.10 0.01 -0.07 0.40
C 2.820 6.340 5.496 0.00 0.04 -0.05 -0.58
C 2.641 7.245 4.364 0.01 0.42 -0.39 0.36
N 2.499 7.963 3.473 0.07 -0.43 0.51 -0.44
H 2.539 5.329 5.207 0.00 0.00 0.02 0.07
H 3.862 6.347 5.808 0.00 0.00 0.01 0.32
H 2.195 6.660 6.328 0.00 -0.01 0.01 0.29
C -10.035 4.069 -3.688 0.12 -0.11 0.01 -0.52
C -8.728 3.882 -4.310 0.63 -0.15 -0.22 0.40
N -7.690 3.720 -4.786 -0.65 0.10 0.28 -0.46
H -10.002 4.911 -3.001 -0.05 0.03 -0.01 0.29
H -10.785 4.268 -4.447 -0.03 0.03 0.00 0.01
H -10.309 3.170 -3.137 0.02 0.00 0.02 0.26
C 0.926 -9.093 0.225 0.00 0.03 0.12 -1.01
C 1.515 -7.815 -0.151 0.20 0.43 -0.29 0.49
N 1.983 -6.813 -0.477 -0.29 -0.36 0.26 -0.44
H 1.397 -9.894 -0.340 -0.02 -0.02 0.00 0.28
H 1.078 -9.272 1.288 0.01 0.01 0.00 0.31
H -0.139 -9.087 0.002 0.00 -0.03 -0.04 0.34
C -2.108 11.575 0.831 -0.03 -0.05 -0.02 -0.82
C -2.275 10.199 0.374 -0.06 -0.49 -0.15 0.39
N -2.407 9.112 0.015 0.19 0.47 0.18 -0.40
H -2.611 11.709 1.787 0.00 0.01 0.00 0.28
H -1.050 11.798 0.950 0.00 0.01 0.00 0.27
H -2.539 12.259 0.102 0.00 0.01 0.01 0.29
C 7.698 -1.681 1.145 -0.14 0.00 0.03 -0.69
C 8.016 -2.994 1.687 0.27 -0.56 0.05 0.43
N 8.267 -4.050 2.072 -0.19 0.61 -0.11 -0.40
H 8.447 -0.949 1.438 0.00 -0.02 0.04 0.34
H 7.656 -1.736 0.059 0.01 0.00 -0.01 0.30
H 6.723 -1.377 1.525 0.00 0.14 -0.02 0.02
C -12.817 6.146 -6.617 -0.10 -0.04 0.09 -0.73
C -12.587 6.283 -5.183 0.04 0.11 0.55 0.43
N -12.406 6.399 -4.050 -0.07 -0.05 -0.62 -0.44
H -12.527 7.061 -7.124 0.03 -0.02 -0.06 0.16
H -12.220 5.327 -7.014 0.02 0.03 -0.03 0.29
H -13.871 5.947 -6.803 0.00 -0.02 0.02 0.30
C 11.668 -9.952 0.198 -0.02 0.00 0.06 -0.81
C 11.142 -9.810 1.552 -0.18 0.01 0.52 0.41
N 10.725 -9.698 2.620 0.30 -0.16 -0.61 -0.46
H 12.507 -10.645 0.201 0.00 0.00 -0.01 0.30
H 10.891 -10.333 -0.461 0.00 0.00 -0.01 0.27
H 12.005 -8.984 -0.170 0.00 0.00 -0.01 0.27
C -9.970 9.907 -7.153 -0.01 -0.04 -0.03 -0.76
C -10.216 8.636 -7.827 -0.05 -0.49 -0.26 0.39
N -10.409 7.630 -8.354 0.09 0.55 0.28 -0.41
H -10.394 9.879 -6.151 0.00 0.00 0.00 0.27
H -8.899 10.084 -7.084 0.00 0.01 0.00 0.28
H -10.431 10.717 -7.715 0.00 0.01 0.00 0.27
C 1.502 -9.641 -3.812 -0.07 -0.02 0.02 -0.74
C 0.233 -9.783 -3.104 -0.93 -0.08 0.47 0.36
N -0.771 -9.892 -2.540 1.01 0.12 -0.49 -0.42
H 1.342 -9.109 -4.747 0.01 0.00 -0.01 0.30
H 2.207 -9.080 -3.200 0.00 0.01 -0.01 0.24
H 1.915 -10.625 -4.027 0.01 0.00 -0.01 0.27
C 0.206 8.257 -2.760 0.02 -0.07 0.05 -0.56
C 0.030 6.884 -3.228 -0.09 -0.51 -0.40 0.39
N -0.108 5.820 -3.650 0.15 0.68 0.36 -0.45
H -0.292 8.402 -1.802 -0.04 -0.04 -0.02 0.07
H 1.267 8.471 -2.649 0.00 0.01 -0.01 0.28
H -0.222 8.943 -3.488 0.00 0.00 0.00 0.27
```
Positions in Å, forces in eV/Å.

## Properties
Lowest unoccupied orbital energy (eV): -3.767
Charge: +1

[2]
Entry from the OMol25 dataset: a structure of composition C15H31GaO4P (ωB97M-V/def2-TZVPD).

```
52
Properties=species:S:1:pos:R:3:forces:R:3:nbo_charge:R:1
C -4.713 4.974 2.783 0.91 -1.81 -1.48 -0.39
C -4.269 3.990 2.194 -0.20 0.94 0.93 -0.37
Ga -3.504 2.433 1.170 -1.05 -0.31 -0.39 0.73
C -4.199 0.638 1.834 0.79 0.60 0.56 -0.88
C -3.368 -0.089 2.927 -1.01 -0.47 -0.65 -0.40
C -3.195 -1.594 2.632 0.69 0.37 0.83 -0.38
C -1.890 -1.985 1.948 -0.55 -0.35 -0.56 -0.40
C -1.934 -1.923 0.408 0.87 0.43 0.48 -0.39
C -0.684 -1.266 -0.184 -0.94 -0.90 -0.95 -0.38
C -0.606 -1.570 -1.688 0.84 0.89 0.43 -0.39
C 0.471 -0.697 -2.340 -0.01 -0.25 0.28 -0.38
C 1.901 -1.206 -2.069 -1.08 0.49 -0.35 -0.41
C 2.804 -0.846 -3.236 0.45 -0.96 0.14 -0.39
C 4.302 -0.896 -2.945 0.01 0.83 -0.44 -0.42
C 4.676 -0.317 -1.608 0.65 -0.40 0.02 -0.06
O 6.058 0.026 -1.619 0.01 0.05 -0.03 -0.55
C 6.486 0.524 -0.368 -0.23 0.01 -0.10 -0.25
P -1.138 2.641 1.058 -0.40 0.90 0.47 1.85
O -0.750 3.911 1.690 0.34 0.75 0.38 -1.14
O -0.616 2.708 -0.491 0.28 -0.92 0.36 -0.99
O -0.262 1.443 1.786 0.01 -0.39 -0.82 -1.03
H -5.016 5.947 3.026 -0.32 0.57 0.50 0.21
H -4.032 2.617 -0.343 0.17 0.03 0.01 -0.31
H -4.351 0.005 0.969 0.05 -0.20 -0.26 0.19
H -5.182 0.823 2.253 -0.35 0.12 -0.08 0.21
H -2.420 0.394 3.134 0.36 -0.07 -0.07 0.18
H -3.940 -0.041 3.846 -0.03 0.22 0.35 0.19
H -4.049 -1.943 2.068 -0.28 -0.15 -0.27 0.19
H -3.232 -2.123 3.586 0.01 -0.12 0.15 0.18
H -1.062 -1.392 2.320 0.10 0.27 0.14 0.20
H -1.678 -3.018 2.208 0.21 -0.23 0.17 0.19
H -2.807 -1.381 0.066 -0.27 0.00 -0.12 0.20
H -1.949 -2.933 0.013 -0.39 -0.29 -0.14 0.18
H -0.752 -0.194 -0.104 0.24 0.35 0.56 0.20
H 0.183 -1.666 0.328 0.40 0.26 0.16 0.19
H -0.321 -2.605 -1.843 -0.33 -0.41 -0.15 0.18
H -1.577 -1.354 -2.121 -0.25 -0.16 -0.22 0.20
H 0.288 -0.571 -3.404 0.06 -0.17 -0.26 0.19
H 0.425 0.294 -1.900 -0.18 0.40 -0.11 0.19
H 1.820 -2.279 -1.919 0.42 -0.28 0.03 0.19
H 2.211 -0.749 -1.138 0.30 -0.06 0.23 0.20
H 2.616 -1.586 -4.008 -0.17 -0.04 -0.36 0.20
H 2.524 0.101 -3.675 -0.05 0.48 0.17 0.20
H 4.812 -0.295 -3.694 0.13 0.09 -0.21 0.21
H 4.711 -1.889 -3.056 0.02 -0.43 0.16 0.20
H 4.086 0.560 -1.349 -0.24 0.15 0.00 0.17
H 4.539 -1.093 -0.857 -0.27 0.05 0.42 0.16
H 6.749 1.577 -0.429 0.10 0.21 -0.15 0.17
H 5.694 0.438 0.368 -0.15 -0.06 0.28 0.17
H 7.341 -0.037 -0.015 0.29 -0.17 0.04 0.17
H -0.857 1.890 -0.943 -0.08 0.05 -0.27 0.48
H -0.344 1.607 2.730 0.11 0.08 0.17 0.50
```
Positions in Å, forces in eV/Å.

## Properties
Lowest unoccupied orbital energy (eV): 2.646
Charge: -1

[3]
Entry from the OMol25 dataset: a structure of composition C6H13NO3 (ωB97M-V/def2-TZVPD).

```
23
Properties=species:S:1:pos:R:3:forces:R:3:nbo_charge:R:1
C 1.103 -0.530 0.125 -1.52 -2.22 -0.43 0.19
C 0.074 1.677 2.247 0.90 -0.78 0.14 -0.73
C 0.102 1.607 0.749 -2.58 2.22 -0.71 0.85
N 1.968 -0.920 -0.950 -0.33 0.17 -0.53 -0.86
O 0.820 -1.701 0.867 0.04 -0.39 0.23 -0.75
O 0.772 2.258 -0.019 -1.16 -1.65 1.27 -0.55
H 1.675 -2.127 1.039 -0.23 0.04 0.00 0.47
H 1.800 0.026 0.765 -0.99 1.19 -0.06 0.17
H 1.520 -1.658 -1.487 0.06 0.16 -0.16 0.36
H 2.163 -0.129 -1.557 0.08 -0.14 -0.04 0.37
H -0.408 0.802 2.684 -0.02 0.09 -0.22 0.25
H 1.103 1.706 2.615 -0.13 0.39 0.09 0.23
H -0.492 2.562 2.541 0.16 0.04 -0.12 0.26
C -0.664 0.319 -1.886 0.11 0.09 -0.24 -0.68
C -1.702 -1.294 -0.266 0.15 0.10 0.57 -0.66
C -0.778 -0.105 -0.438 2.52 -1.02 -0.48 0.34
O -1.193 0.919 0.375 2.39 1.91 0.83 -0.60
H -2.726 -0.990 -0.520 0.24 0.10 -0.36 0.22
H -1.391 -2.134 -0.886 -0.08 0.01 0.09 0.22
H -1.623 0.726 -2.228 0.03 -0.14 0.15 0.22
H 0.074 1.111 -2.027 -0.03 -0.13 0.07 0.23
H -0.415 -0.530 -2.526 0.01 0.04 0.01 0.21
H -1.782 -1.595 0.780 0.38 -0.11 -0.10 0.23
```
Positions in Å, forces in eV/Å.

## Properties
Lowest unoccupied orbital energy (eV): 0.802

HOMO level, record by record: -11.603; -5.121; -8.618 eV
Largest force on an atom, record by record: 1.63; 2.50; 3.48 eV/A
Kohn-Sham gap, record by record: 7.836; 7.767; 9.420 eV